Density functional theory data (wB97M-V/def2-TZVPD) for an isolated ion of composition C7H15N2O3S and charge +1.

Computed properties:
F_max   3.6 eV/Å
Net charge   +1
Energy relative to the best compared isomer or geometry (same formula, charge and spin)   39.6 kJ/mol
Orbital gap   8.719 eV
E   -1008.81882 hartree

Geometry as XYZ:
```
28
Properties=species:S:1:pos:R:3:nbo_charge:R:1
C 0.256 -0.996 0.877 0.66
C 0.362 0.729 -0.889 0.69
C 0.715 -2.341 2.993 -0.43
C 0.869 -0.103 -3.133 -0.44
C -2.725 -0.717 -0.012 -0.77
C 1.201 3.062 -0.638 -0.26
C 0.014 0.439 0.502 -0.55
N 0.633 -1.071 2.243 -0.61
N 0.288 -0.264 -1.785 -0.51
O 0.016 -1.981 0.172 -0.63
O 0.816 1.874 -1.251 -0.45
O -2.535 1.901 0.207 -0.87
S -2.115 0.724 0.993 1.29
H 0.841 -3.245 2.356 0.24
H 1.594 -2.281 3.642 0.22
H -0.180 -2.409 3.621 0.21
H 1.259 -1.108 -3.447 0.24
H 0.052 0.073 -3.807 0.23
H 1.594 0.791 -3.088 0.24
H -2.097 -0.783 -0.866 0.23
H -3.749 -0.775 -0.227 0.27
H -2.521 -1.435 0.707 0.23
H 0.453 3.938 -0.976 0.24
H 2.152 3.312 -1.101 0.22
H 1.279 3.039 0.456 0.20
H 0.638 1.111 1.026 0.24
H 0.924 -0.348 2.854 0.41
H -0.033 -1.138 -1.429 0.46
```